ORCA calculation (ωB97M-V/def2-TZVPD) on a cluster of 2 separate species, C8H13N2O3S in total at a distorted geometry.

CARTESIAN COORDINATES (ANGSTROEM)
C (-3.4209, -0.1803, -0.4368)
C (-3.4702, 0.5161, 0.7287)
C (-1.1113, -0.0588, 0.0118)
C (1.4135, -1.8692, 0.7963)
C (-1.8329, -1.1281, -2.0044)
C (1.4535, 0.6535, 1.3215)
C (1.8150, 1.9689, 0.7465)
C (1.3078, -0.4743, 0.3557)
N (-2.1375, -0.4237, -0.8249)
N (0.6962, 2.4916, -0.1226)
O (-0.0999, 3.2432, 0.3395)
O (0.6446, 2.0980, -1.2951)
O (1.6824, -0.3725, -0.8659)
S (-1.8899, 0.6490, 1.4039)
H (-4.2457, -0.3688, -1.0741)
H (-4.2481, 0.7904, 1.4011)
H (0.8562, -2.0735, 1.6326)
H (1.2054, -2.5444, 0.0209)
H (2.3312, -2.1024, 1.0987)
H (-2.4574, -1.9507, -2.1645)
H (-1.8900, -0.5835, -2.9053)
H (-0.8130, -1.5338, -1.8740)
H (2.4122, 0.3401, 1.8371)
H (0.6724, 0.7841, 2.0879)
H (2.6498, 1.8329, 0.0221)
H (1.9374, 2.8530, 1.3384)
H (1.5433, 0.4866, -1.3294)

Charge: +1
Kohn-Sham gap in eV: 9.2
Total energy in eV: -28452.8813
Energy relative to the best compared isomer or geometry (same formula, charge and spin) in kJ/mol: 325.20

---

ORCA calculation (ωB97M-V/def2-TZVPD) on the ion C8H13N3 with charge +2 at a distorted geometry.

CARTESIAN COORDINATES (ANGSTROEM)
C (0.5290, -2.8171, -0.5016)
C (-0.6426, -2.6732, 0.1127)
C (1.5527, 0.7164, -0.1132)
C (-1.3074, -0.2487, 0.1345)
C (1.6449, -1.8307, -0.7549)
C (0.2984, 1.4465, 0.2116)
C (0.4221, 1.3293, 1.7209)
C (-1.6644, 1.5610, -1.3138)
N (-0.9017, 0.8251, -0.3123)
N (-1.3768, -1.5274, 0.4489)
N (1.7387, -0.4830, -0.3280)
H (0.8779, -3.7054, -0.8623)
H (-1.0720, -3.5583, 0.2855)
H (2.3905, 1.3639, 0.2341)
H (2.6198, -2.3093, -0.3558)
H (1.8416, -1.8518, -1.8278)
H (0.4927, 2.4423, -0.0892)
H (-0.4065, 2.0513, 2.0516)
H (1.3928, 1.6666, 2.1697)
H (0.2738, 0.2790, 1.9845)
H (-1.8870, 0.8500, -2.2042)
H (-2.6353, 1.7645, -0.9883)
H (-1.1500, 2.4628, -1.4800)
H (-2.2853, -1.8046, 1.0026)

Charge: +2
Kohn-Sham gap (alpha / beta) in eV: 6.2 / 6.2
SMILES string: C[C@H]1/C=N\C/C=C\[NH+]=C=[N+]1C
Total energy in eV: -12952.8303
Energy relative to the best compared isomer or geometry (same formula, charge and spin) in kJ/mol: 461.99

---

ORCA calculation (ωB97M-V/def2-TZVPD) on an isolated molecule of C8H13N3O at a distorted geometry.

CARTESIAN COORDINATES (ANGSTROEM)
C (-0.6404, -0.9181, 2.3167)
C (0.6117, 1.2309, 2.3264)
C (-0.6461, 0.1146, -2.5017)
C (-1.0988, 1.1931, -1.3506)
C (0.5864, -0.7316, -2.1033)
C (-1.0794, 0.6260, 0.0526)
C (0.3664, -1.2091, -0.6373)
C (0.4864, -0.1477, 1.6505)
N (-1.5836, -1.4514, 2.6764)
N (0.1663, -0.0885, 0.2302)
N (1.8067, -0.6823, 1.8622)
O (0.4608, 1.3921, 3.4743)
H (0.9604, 1.9951, 1.6674)
H (-1.4460, -0.4427, -2.6549)
H (-0.4504, 0.6912, -3.2864)
H (-0.5502, 2.1346, -1.4036)
H (-2.0969, 1.4002, -1.5055)
H (0.5723, -1.5911, -2.7162)
H (1.4884, -0.0841, -2.0114)
H (-1.1138, 1.4215, 0.7993)
H (-1.9674, -0.0390, 0.1405)
H (-0.5154, -1.8504, -0.6562)
H (1.2327, -1.9057, -0.1677)
H (2.2213, -0.5364, 2.7846)
H (2.2288, -0.5215, 1.0135)

Charge: 0
Kohn-Sham gap in eV: 10.1
SMILES string: N#C[C@](N)(C=O)N1CCCCC1
Total energy in eV: -15022.0924
Energy relative to the best compared isomer or geometry (same formula, charge and spin) in kJ/mol: 283.48

---

ORCA calculation (ωB97M-V/def2-TZVPD) on an isolated molecule of C8H13N3OS at a distorted geometry.

CARTESIAN COORDINATES (ANGSTROEM)
C (-3.0108, 1.0786, 0.3595)
C (-1.9398, 1.9397, 0.1472)
C (-2.8496, -0.3337, 0.2014)
C (-0.6549, 1.4612, -0.0315)
C (-1.5970, -0.8464, -0.1479)
C (-0.5310, 0.0289, -0.0303)
C (1.0544, -0.1459, -2.7992)
C (1.1327, -0.6201, 2.7238)
N (2.1262, 0.3120, -0.7199)
N (2.2426, 0.3970, -2.0958)
N (1.6488, -0.1058, 1.5485)
O (0.9882, -2.6575, 0.4357)
S (1.1898, -0.6809, 0.0337)
H (-4.0831, 1.3696, 0.3879)
H (-2.1733, 3.0008, 0.1241)
H (-3.5819, -1.0049, 0.6007)
H (0.2755, 2.0071, 0.1078)
H (-1.3029, -1.9131, -0.5138)
H (1.2307, -0.1034, -3.8585)
H (0.8118, -1.2137, -2.5151)
H (0.2714, 0.4558, -2.4055)
H (1.8585, -0.8359, 3.6270)
H (0.3885, 0.0159, 3.1513)
H (0.7469, -1.6268, 2.5431)
H (3.0624, -0.0440, -2.3727)
H (2.6960, 0.0657, 1.4984)

Charge: 0
Kohn-Sham gap (alpha / beta) in eV: 7.9 / 8.1
SMILES string: CNN=[S@@](=O)(NC)c1ccccc1
Total energy in eV: -25851.6721
Energy relative to the best compared isomer or geometry (same formula, charge and spin) in kJ/mol: 770.31

---

ORCA calculation (ωB97M-V/def2-TZVPD) on a structure of composition C8H13N3OS2 at a distorted geometry.

CARTESIAN COORDINATES (ANGSTROEM)
C (-3.2774, 1.9578, -1.0276)
C (-1.2304, -1.4936, -0.4829)
C (0.4944, 1.2973, -0.1590)
C (-2.4895, -1.9213, -1.2669)
C (-0.0751, -2.4514, -0.5521)
C (1.5929, 2.5554, 1.7815)
C (-0.2286, 0.3816, 0.8298)
C (1.3251, 2.1989, 0.3470)
N (-3.0796, 2.8347, -1.7097)
N (-3.7215, 0.9348, -0.3748)
N (-1.1792, -0.3646, 0.1087)
O (-3.7506, -0.9943, 1.0478)
S (0.3815, 0.9347, -1.9086)
S (-3.1865, 0.2534, 0.8879)
H (-2.1698, -2.6723, -1.9066)
H (-3.3851, -2.1157, -0.6116)
H (-2.7078, -1.1508, -1.9949)
H (-0.2428, -3.5183, -0.7834)
H (0.6786, -2.3152, 0.2225)
H (0.3774, -2.1631, -1.5057)
H (1.9645, 3.6552, 1.9481)
H (0.7930, 2.3320, 2.4809)
H (2.3883, 1.7150, 2.0708)
H (-0.8416, 0.9535, 1.4603)
H (0.5327, -0.2193, 1.4013)
H (1.9284, 2.7691, -0.3543)
H (-0.4563, 1.7908, -2.5097)

Charge: 0
Kohn-Sham gap in eV: 8.9
Total energy in eV: -36690.9136
Energy relative to the best compared isomer or geometry (same formula, charge and spin) in kJ/mol: 488.94

---

ORCA calculation (ωB97M-V/def2-TZVPD) on an isolated molecule of C8H13N3S at a distorted geometry.

CARTESIAN COORDINATES (ANGSTROEM)
C (-0.1183, 1.1428, 0.3974)
C (-0.8987, 1.8754, -0.4752)
C (-0.9553, -0.8745, -0.3971)
C (2.1822, 2.2142, 0.0473)
C (2.2407, 0.8749, -0.5808)
C (1.2974, 1.1007, 0.5964)
C (0.1771, -2.4847, 0.9552)
C (-1.9543, -3.0781, -0.0747)
N (-1.8687, 1.4094, -1.2389)
N (-0.7900, 3.2745, -0.4879)
N (-0.8965, -2.0992, 0.0700)
S (-2.1628, -0.1956, -1.3225)
H (3.0002, 2.5326, 0.6765)
H (1.6968, 3.0110, -0.4940)
H (1.7819, 0.7503, -1.5497)
H (3.1032, 0.2494, -0.4130)
H (1.6227, 0.6663, 1.5385)
H (-0.1722, -2.5186, 1.9930)
H (0.5488, -3.4740, 0.6827)
H (0.9815, -1.7599, 0.8775)
H (-1.5257, -4.0478, -0.3411)
H (-2.5076, -3.1835, 0.8632)
H (-2.6406, -2.7632, -0.8579)
H (-0.5168, 3.6725, 0.3999)
H (-1.6252, 3.7052, -0.8649)

Charge: 0
Kohn-Sham gap in eV: 7.8
Total energy in eV: -23807.4554
Energy relative to the best compared isomer or geometry (same formula, charge and spin) in kJ/mol: 268.07

---

- Number 5 is which compound?
  C8H13N3OS2

---

- Among the records above, which one has the highest energy relative to the best compared isomer or geometry (same formula, charge and spin)?
  C8H13N3OS

---

Copy entry 4 word for word.
ORCA calculation (ωB97M-V/def2-TZVPD) on an isolated molecule of C8H13N3OS at a distorted geometry.

CARTESIAN COORDINATES (ANGSTROEM)
C (-3.0108, 1.0786, 0.3595)
C (-1.9398, 1.9397, 0.1472)
C (-2.8496, -0.3337, 0.2014)
C (-0.6549, 1.4612, -0.0315)
C (-1.5970, -0.8464, -0.1479)
C (-0.5310, 0.0289, -0.0303)
C (1.0544, -0.1459, -2.7992)
C (1.1327, -0.6201, 2.7238)
N (2.1262, 0.3120, -0.7199)
N (2.2426, 0.3970, -2.0958)
N (1.6488, -0.1058, 1.5485)
O (0.9882, -2.6575, 0.4357)
S (1.1898, -0.6809, 0.0337)
H (-4.0831, 1.3696, 0.3879)
H (-2.1733, 3.0008, 0.1241)
H (-3.5819, -1.0049, 0.6007)
H (0.2755, 2.0071, 0.1078)
H (-1.3029, -1.9131, -0.5138)
H (1.2307, -0.1034, -3.8585)
H (0.8118, -1.2137, -2.5151)
H (0.2714, 0.4558, -2.4055)
H (1.8585, -0.8359, 3.6270)
H (0.3885, 0.0159, 3.1513)
H (0.7469, -1.6268, 2.5431)
H (3.0624, -0.0440, -2.3727)
H (2.6960, 0.0657, 1.4984)

Charge: 0
Kohn-Sham gap (alpha / beta) in eV: 7.9 / 8.1
SMILES string: CNN=[S@@](=O)(NC)c1ccccc1
Total energy in eV: -25851.6721
Energy relative to the best compared isomer or geometry (same formula, charge and spin) in kJ/mol: 770.31

---

What did the fifth record say?
ORCA calculation (ωB97M-V/def2-TZVPD) on a structure of composition C8H13N3OS2 at a distorted geometry.

CARTESIAN COORDINATES (ANGSTROEM)
C (-3.2774, 1.9578, -1.0276)
C (-1.2304, -1.4936, -0.4829)
C (0.4944, 1.2973, -0.1590)
C (-2.4895, -1.9213, -1.2669)
C (-0.0751, -2.4514, -0.5521)
C (1.5929, 2.5554, 1.7815)
C (-0.2286, 0.3816, 0.8298)
C (1.3251, 2.1989, 0.3470)
N (-3.0796, 2.8347, -1.7097)
N (-3.7215, 0.9348, -0.3748)
N (-1.1792, -0.3646, 0.1087)
O (-3.7506, -0.9943, 1.0478)
S (0.3815, 0.9347, -1.9086)
S (-3.1865, 0.2534, 0.8879)
H (-2.1698, -2.6723, -1.9066)
H (-3.3851, -2.1157, -0.6116)
H (-2.7078, -1.1508, -1.9949)
H (-0.2428, -3.5183, -0.7834)
H (0.6786, -2.3152, 0.2225)
H (0.3774, -2.1631, -1.5057)
H (1.9645, 3.6552, 1.9481)
H (0.7930, 2.3320, 2.4809)
H (2.3883, 1.7150, 2.0708)
H (-0.8416, 0.9535, 1.4603)
H (0.5327, -0.2193, 1.4013)
H (1.9284, 2.7691, -0.3543)
H (-0.4563, 1.7908, -2.5097)

Charge: 0
Kohn-Sham gap in eV: 8.9
Total energy in eV: -36690.9136
Energy relative to the best compared isomer or geometry (same formula, charge and spin) in kJ/mol: 488.94